24
Properties=species:S:1:pos:R:3:forces:R:3 method="wB97M-V/def2-TZVPD" e_lumo_ev="-0.54 / 0.07" orbital_gap_ev="7.67 / 7.76" charge=0 homo_energy_ev="-8.203 / -7.692" e_tot_ev=-14105.5009
C -0.60109 -2.22690 -2.39861 0.085 0.069 -0.281
C -0.08799 1.84821 2.62185 -2.187 -1.157 0.457
C -1.24319 1.14829 2.19789 2.122 -0.608 -0.352
C 1.13779 1.38034 2.28134 0.911 -1.935 -3.697
C -1.12668 0.04747 1.35695 -1.630 1.215 -0.390
C 1.24115 0.37365 1.22244 -2.083 0.898 2.136
C 0.05936 -0.25738 0.73194 2.437 0.543 1.353
C -1.00173 1.39972 -1.62283 0.720 0.110 0.343
C -0.06883 0.72610 -2.19375 1.179 -2.288 -0.125
C 1.44655 -1.87070 -0.98200 -3.166 1.222 0.934
C -0.07409 -2.31330 -1.05060 0.759 0.431 0.102
C 0.28859 -1.07019 -0.37898 0.706 0.514 -3.080
N -0.78136 -1.96631 -3.50931 -0.226 -0.485 0.611
H -0.24131 2.60733 3.35913 0.237 0.616 0.121
H -2.18854 1.46915 2.50305 -1.335 0.360 0.541
H 1.99476 1.93242 2.54075 1.111 0.257 0.635
H -2.02602 -0.39444 0.97072 -0.400 -0.371 0.103
H 2.07429 -0.11715 0.78340 1.395 0.656 0.144
H -1.28932 2.23540 -2.16453 -1.224 1.754 -0.891
H -1.28497 1.31951 -0.59465 -0.316 -0.163 0.371
H 0.38571 0.65998 -3.21977 -0.506 0.033 1.347
H 1.92113 -2.40704 -0.17348 1.112 -0.196 -0.733
H 1.73621 -1.43511 -1.94442 0.944 -0.701 0.769
H -0.27042 -3.08904 -0.33651 -0.644 -0.772 -0.420